Entry 1:
{
  "formula": "C25H26Br2N4O4Rh",
  "method": "the ωB97M-V functional and the def2-TZVPD basis",
  "lumo_ha": -0.1781,
  "homo_lumo_gap_ha": 0.2125,
  "total_charge": 1,
  "homo_energy_ha": -0.391,
  "symbols": ["N", "C", "C", "Rh", "H", "H", "H", "N", "O", "C", "H", "H", "C", "C", "C", "N", "C", "C", "C", "H", "O", "H", "C", "C", "H", "C", "H", "O", "H", "C", "C", "H", "H", "H", "C", "C", "C", "H", "C", "O", "C", "H", "H", "C", "H", "H", "Br", "Br", "C", "H", "C", "C", "N", "H", "H", "H", "H", "H", "C", "H", "H", "C"],
  "xyz": [[-0.3131, -2.2151, 0.0828], [0.7505, -2.7451, 0.6974], [-0.0187, -4.9181, 0.1552], [-0.5903, -0.1478, -0.1814], [1.9238, 0.6898, -5.9994], [-1.8281, -4.9722, -1.0096], [-1.2663, 0.4380, 3.3986], [1.8210, 0.3212, 1.4672], [0.0056, -0.3636, -2.1068], [-1.2241, -2.9865, -0.5102], [-2.0558, -2.4947, -0.9965], [3.7353, -2.9299, 3.5450], [0.8321, 0.3342, 2.3015], [3.1971, -2.9734, 2.6007], [4.0171, -2.2487, 1.5324], [2.9832, -4.3834, 2.2877], [1.0198, 0.1161, -2.7704], [2.7830, 0.3043, 5.5118], [4.9829, -5.8237, 1.8257], [5.5401, -4.9877, 1.4004], [2.0261, -6.1262, 1.2625], [4.4477, -4.8655, 3.6841], [2.4772, 0.3256, 4.1726], [-1.0958, -4.3570, -0.5071], [5.6874, -6.4950, 2.3172], [3.1931, 1.0613, -4.3009], [4.4939, -6.3698, 1.0222], [-0.3982, 0.3800, 1.8893], [3.2834, 0.9702, -0.3537], [1.7522, 0.2997, 6.4533], [2.0043, 0.6471, -4.9208], [2.2411, -2.4865, 2.7790], [3.3915, -6.2042, 3.2041], [-0.3725, 0.3568, 6.7725], [3.2774, 1.0183, -2.9395], [3.9518, -5.3440, 2.8420], [-2.8248, 2.2936, -0.0517], [1.4444, -2.0254, 1.0921], [0.9464, 0.1874, -4.1758], [-1.1941, 0.4277, 4.3690], [0.4356, 0.3418, 6.0531], [3.2564, 0.3489, 3.4241], [-2.9113, 2.7075, 0.9443], [1.1415, 0.3382, 3.7389], [3.6099, -2.4208, 0.5334], [-3.5116, 2.7486, -0.7527], [-1.0178, 2.5602, -0.6817], [-3.1980, 0.3949, 0.0451], [2.0468, -4.9222, 1.4706], [4.0247, 1.4139, -4.8942], [2.2001, 0.5583, -2.1477], [0.1096, 0.3709, 4.6973], [1.4804, 0.2357, 0.1546], [5.0440, -2.6149, 1.5421], [3.8148, 0.2966, 5.8363], [4.0327, -1.1767, 1.7279], [4.1824, 1.3457, -2.4393], [1.9872, 0.2701, 7.5095], [0.9342, -4.1175, 0.7907], [0.0233, -0.1391, -4.6369], [0.1207, -5.9896, 0.1937], [2.3426, 0.5863, -0.7382]],
  "forces_ev_per_angstrom": [[-0.4633, 1.4215, -0.3342], [0.1602, 0.0934, 0.1399], [-0.0020, 0.0018, -0.0027], [5.2894, 0.9034, 1.0021], [-0.0476, -0.0043, 0.0143], [-0.0128, 0.0211, 0.0225], [0.0692, -0.0503, -0.0527], [1.0086, -0.4722, 0.2057], [-2.0376, -0.6450, -0.1580], [-0.0634, -0.1172, -0.0575], [0.0483, 0.0546, -0.0489], [-0.1022, -0.0290, 0.0717], [0.3225, 0.4131, -0.3070], [-0.0420, 0.0567, -0.3727], [0.0251, -0.0526, 0.1433], [-0.0147, 0.0045, 0.0372], [0.2035, 0.1913, 0.2958], [0.1271, -0.0252, 0.0672], [-0.0485, 0.0759, 0.0442], [0.0311, -0.0293, 0.0175], [-0.0767, 0.0108, -0.0721], [-0.0846, 0.0520, 0.0293], [-0.1689, 0.0122, -0.0621], [0.0409, -0.0427, 0.0972], [0.0200, 0.0161, -0.0283], [0.0514, 0.0242, -0.1522], [0.0257, 0.0072, -0.0144], [-1.6525, -0.8073, -0.4945], [0.0166, -0.1640, 0.1919], [-0.0121, 0.0135, -0.0397], [0.0259, -0.0453, 0.1390], [-0.0441, 0.0617, 0.0671], [0.0050, 0.0212, 0.1048], [0.0067, -0.0058, -0.0150], [0.0824, 0.0574, 0.2451], [0.0555, -0.2047, -0.2275], [0.0803, 0.0455, 0.0315], [0.0669, 0.0230, 0.0886], [-0.2548, -0.2010, -0.0349], [-0.1166, -0.0031, 0.2187], [-0.1168, -0.0126, 0.0790], [0.0242, -0.0353, 0.0175], [0.0286, -0.0481, 0.0433], [-0.3415, 0.1514, 0.1513], [0.0084, 0.0368, 0.0010], [-0.0150, -0.0507, -0.0482], [0.0712, -0.5806, 0.1027], [-0.2138, -0.2707, -0.1837], [0.2132, 0.0259, 0.2273], [-0.0072, 0.0048, 0.0128], [0.0343, 0.2110, -0.2721], [0.2334, -0.0462, -0.2238], [-2.4004, 0.0082, -0.4418], [-0.0190, -0.0030, -0.0756], [-0.0125, -0.0031, -0.0172], [-0.0150, 0.0047, -0.0224], [-0.0161, -0.0063, -0.0092], [-0.0099, 0.0218, -0.0122], [-0.2000, -0.0278, -0.0834], [0.0403, 0.0057, -0.0471], [0.0162, 0.0138, 0.0091], [0.1795, -0.0830, -0.0073]]
}

=====

Entry 2:
{
  "formula": "C25H26Br4FeNO2",
  "method": "the ωB97M-V functional and the def2-TZVPD basis",
  "lumo_ha": [0.0940, 0.0939],
  "homo_lumo_gap_ha": [0.2467, 0.2488],
  "multiplicity": 5,
  "total_charge": -1,
  "homo_energy_ha": [-0.153, -0.155],
  "symbols": ["C", "C", "C", "C", "H", "H", "H", "H", "H", "O", "H", "H", "C", "Br", "H", "H", "N", "H", "H", "H", "C", "H", "H", "H", "C", "C", "C", "O", "C", "H", "H", "Br", "C", "C", "C", "Fe", "H", "Br", "H", "C", "C", "C", "H", "C", "C", "H", "C", "C", "H", "C", "H", "C", "H", "Br", "H", "C", "C", "C", "H"],
  "xyz": [[-6.5491, -2.8864, 6.9590], [-7.3370, -2.8483, 9.2314], [-7.3359, -0.8228, 7.8538], [-6.7625, -1.5512, 6.8242], [-8.0662, 0.4002, 10.0266], [-5.9765, -1.0184, 11.1600], [-12.5676, -1.8071, 7.7511], [-11.8587, -3.8478, 6.8686], [-6.4096, -0.7237, 12.8786], [-7.0967, -5.5809, 11.4931], [-10.8509, -5.4943, 13.2643], [-12.2528, -3.8904, 11.8159], [-10.9377, -5.4293, 11.2059], [-8.0434, -9.4809, 14.8754], [-9.9135, -5.8310, 7.9866], [-6.5474, -4.5604, 8.3187], [-8.0348, -1.1737, 11.4737], [-10.0114, -1.0058, 11.9272], [-10.8939, -1.1697, 7.9140], [-8.9341, -1.3645, 13.3736], [-10.2557, -5.2470, 8.8579], [-10.1281, -6.9572, 12.5906], [-11.9041, -6.7424, 12.5891], [-9.8307, -3.1167, 5.5503], [-10.9384, -6.2387, 12.4946], [-6.7179, -0.5854, 11.8498], [-8.9156, -6.7781, 14.9863], [-8.3622, -3.7655, 13.0574], [-11.6069, -4.2238, 11.0485], [-6.6616, -1.0255, 5.8886], [-6.8593, 0.5573, 11.7164], [-9.9290, -7.3066, 16.5857], [-8.3313, -5.0014, 13.4405], [-10.9371, -3.9633, 8.7178], [-6.7899, -3.5347, 8.1872], [-7.5810, -3.5819, 11.1306], [-11.5796, -1.6452, 6.2629], [-9.7818, -4.1154, 15.7352], [-9.4357, -0.8821, 9.9147], [-8.3331, -0.7251, 10.1330], [-11.0516, -3.3229, 7.3570], [-7.6868, -7.3369, 13.0482], [-6.2088, -3.4319, 6.1117], [-9.7896, -3.4791, 6.5416], [-9.0754, -0.7835, 12.3964], [-9.4560, -4.5206, 6.5571], [-7.5957, -1.4664, 9.0402], [-11.5573, -1.8816, 7.3501], [-9.6344, -6.7333, 10.1182], [-7.7247, -5.9945, 12.5614], [-8.9511, -3.0145, 7.0471], [-11.5579, -3.4792, 9.8607], [-9.0915, 0.2850, 12.5725], [-6.7044, -8.5190, 12.0081], [-7.6291, 0.2482, 7.6666], [-8.9204, -5.4447, 14.6040], [-10.3264, -5.9077, 10.0516], [-8.2317, -7.6998, 14.2470], [-12.0183, -2.4774, 9.9248]],
  "forces_ev_per_angstrom": [[0.4432, -0.8879, 0.6657], [-0.0619, 1.0578, 1.1458], [-0.2143, 1.0119, -0.0758], [-0.7837, 1.0082, -0.4597], [-0.7473, -1.3519, 0.1711], [-0.0575, 0.5459, 0.2923], [-0.0113, 0.0489, 0.0008], [-0.3139, -0.5667, -0.3950], [-0.2839, -0.5278, 0.1863], [-0.7216, 0.6258, -0.0383], [-0.1758, -0.0839, 0.6374], [-0.2834, 0.6083, 0.9967], [-0.2230, -0.3053, -0.5147], [-0.0866, -0.0348, -0.0182], [0.2264, 0.7574, 0.5279], [0.1331, -0.8782, -0.1574], [1.1526, -0.1639, 0.2916], [-0.7089, -0.5059, 0.0844], [-0.4771, -0.6049, -0.6469], [-0.4205, 0.8544, -1.3678], [-2.1724, 1.5718, -0.9557], [-0.1241, 0.0672, -0.2524], [0.0539, -0.0971, 0.1090], [-0.3048, 0.3920, -1.1534], [-0.8295, 0.7691, -0.8498], [-0.9334, 1.2479, -0.8863], [-0.8215, -0.0105, 1.6894], [0.5065, 0.7354, -1.0831], [0.4144, -0.5174, -0.5141], [0.3598, -0.1954, -0.3642], [0.7017, -1.4444, 0.0122], [0.6736, 0.1671, -0.9147], [0.0963, -0.6457, -0.7297], [0.9756, -1.7747, 0.2799], [0.3620, 0.7716, -1.2384], [-0.5130, -0.7162, 1.0199], [-0.0819, 0.5013, 0.7712], [0.3925, -0.3919, -0.7130], [1.0914, 0.3304, 0.4736], [-0.6054, 1.3189, -1.0984], [-0.2333, 0.4268, 0.3788], [0.7153, 1.9906, -1.5374], [0.3967, -0.5079, -0.5237], [0.8350, -0.9065, 1.4932], [0.4751, -1.0843, 1.5602], [-0.2780, 0.0215, -0.4831], [-0.3960, -0.3991, 0.5261], [0.7199, 0.3791, -0.3170], [-0.3303, -0.7148, 0.2344], [0.5552, -0.3397, 1.3627], [-0.1225, 0.5375, 0.0533], [-0.0265, 0.3115, 0.3414], [0.2459, 0.6076, 0.2118], [0.4067, -0.5710, -0.5644], [0.4338, -1.1007, 0.4248], [-0.3028, 0.6238, 1.1120], [1.7485, -0.2422, 0.4308], [-0.5658, -1.0879, 0.8468], [0.0963, -0.6310, -0.4791]]
}

=====

Result set for relative energy (zero: lowest compared OMol25 entry of this formula, charge and spin): 0.946; 1.017 eV, one per record in the order listed.